1.
DFT (the ωB97M-V functional and the def2-TZVPD basis) results for C8H11NS in the gas phase in a non-equilibrium geometry.

Maximum force in eV Å⁻¹: 4.60
Net charge: 0
LUMO energy in eV: 0.72
SMILES string: [H]/N=C1\SC1(C1CC1)C1CC1
ΔE to the lowest compared entry with this formula, charge and spin in kcal per mole: 92.70
Gap between HOMO and LUMO in eV: 9.067

Element x y z (Å)
S (-0.18795, -1.46802, 1.75906)
N (-2.32766, 0.77312, 1.26407)
C (-0.94390, -0.58810, -2.10026)
C (0.93985, 0.73959, 0.27723)
C (-0.12861, -0.25104, 0.32019)
C (-1.25570, -1.79418, -1.35692)
C (-1.39949, 0.11307, 0.84093)
C (2.36120, 0.74892, 0.91417)
C (-0.01292, -0.99560, -0.97649)
C (1.27515, 1.68409, 1.41906)
H (3.07504, 1.22787, 0.32948)
H (-1.21067, -2.61509, -1.99932)
H (0.96345, -1.18985, -1.32556)
H (0.91667, 1.15834, -0.68988)
H (-0.67338, -0.73063, -3.17901)
H (-2.06316, -1.84311, -0.57746)
H (-2.78974, 0.49212, 2.09717)
H (1.41456, 2.66528, 1.08253)
H (0.94942, 1.65617, 2.38228)
H (2.84963, -0.07789, 1.54691)
H (-1.75181, 0.29496, -2.02815)

***

2.
DFT (the ωB97M-V functional and the def2-TZVPD basis) results for C8H11O as an isolated structure in a non-equilibrium geometry.

Maximum force in eV Å⁻¹: 3.78
Net charge: 0
LUMO energy (spin up / spin down) in eV: 0.93 / -0.66
ΔE to the lowest compared entry with this formula, charge and spin in kcal per mole: 0.00
Gap between HOMO and LUMO (spin up / spin down) in eV: 9.659 / 8.397
<S²>: 0.757
Spin multiplicity: 2

Element x y z (Å)
O (0.43325, -0.99039, 2.42858)
C (-0.86656, 0.57855, -1.16012)
C (-0.29061, -0.13511, -0.09253)
C (0.22778, 0.55540, 0.98792)
C (-0.21587, -1.63221, -0.20352)
C (0.20797, 1.94609, 1.03040)
C (0.91359, -2.11553, -1.10602)
C (-0.32990, 2.66599, -0.05504)
C (-0.86862, 1.97436, -1.14691)
H (0.80584, -0.11942, 2.01186)
H (0.91970, -3.20712, -1.15566)
H (-1.29712, 0.01492, -1.99366)
H (-0.08879, -0.76959, 3.21916)
H (-0.06658, -2.00639, 0.81659)
H (0.61469, 2.46639, 1.89887)
H (-1.29593, 2.51198, -1.99410)
H (-1.17211, -1.99079, -0.60268)
H (-0.31048, 3.75651, -0.04719)
H (0.79907, -1.72058, -2.12040)
H (1.88067, -1.78305, -0.71555)